Density functional theory data (ωB97M-V/def2-TZVPD) for a 2-piece molecular cluster, C5H16N2O overall.

Computed properties:
SMILES = CC(C)CNCN.O
F_max = 1.62 eV/A
LUMO level = 0.92 eV
energy = -384.84496 a.u.
E_HOMO = -0.333 Eh

CARTESIAN COORDINATES (ANGSTROEM)
O  2.6267  -1.5619  0.1840
N  0.5127  1.3875  2.9409
N  0.0199  -0.2656  1.1536
C  -1.0913  -0.1723  -1.0780
C  1.0017  0.3338  2.0580
C  -1.6444  0.8502  -2.1116
C  -0.1972  -1.1594  -1.7933
C  -0.3534  0.6000  0.0163
H  0.4415  2.2824  2.4641
H  -2.5467  1.3668  -1.7768
H  -0.9012  1.6045  -2.3912
H  1.8026  0.7336  1.4437
H  -1.9635  -0.6575  -0.6160
H  0.5565  1.0343  -0.3808
H  0.3377  -1.7892  -1.0764
H  -0.7423  -1.8461  -2.4352
H  0.5731  -0.6289  -2.3655
H  1.7001  -1.3839  0.4259
H  -0.4371  1.1647  3.2141
H  -1.8997  0.2941  -3.0050
H  -0.7818  -0.5393  1.7108
H  1.2859  -0.5007  2.7038
H  2.7377  -2.5123  0.3173
H  -1.0375  1.3650  0.3972

Atomic forces in eV per Å
O -0.119 -0.240 0.080
N -0.152 0.444 -0.268
N 0.703 0.145 -0.670
C -0.388 1.118 -0.401
C -0.933 -0.283 0.362
C 0.050 -0.394 0.297
C 0.539 -0.433 0.534
C -0.959 -0.899 0.954
H 0.128 -0.118 -0.028
H 0.113 -0.006 0.138
H 0.021 -0.139 0.098
H 0.380 -0.260 0.250
H 0.255 -0.159 -0.073
H 0.181 0.241 -0.090
H -0.080 0.073 -0.084
H -0.146 0.154 -0.253
H -0.182 -0.095 -0.066
H 0.080 -0.025 0.029
H -0.012 -0.044 0.296
H -0.157 0.027 -0.335
H -0.138 -0.078 -0.295
H 0.634 0.236 -0.101
H -0.002 0.247 -0.045
H 0.183 0.487 -0.330